Entry 1:
Computed, not measured: a cluster of 11 separate species, C51H105F5N6O15 in total in a non-equilibrium geometry, with ωB97M-V with the def2-TZVPD basis set.

Values from the calculation:
Multiplicity: 1
SMILES string: O=C1OC[C@@H](F)O1.O=C1OC[C@@H](F)O1.O=C1OC[C@@H](F)O1.O=C1OC[C@@H](F)O1.O=C1OC[C@@H](F)O1.CCN(CC)CC.CCN(CC)CC.CCN(CC)CC.CCN(CC)CC.CCN(CC)CC.CCN(CC)CC
Highest occupied orbital energy, eV: -7.505

CARTESIAN COORDINATES (ANGSTROEM)
O1 -3.256878 -4.109938 -4.422924
C1 -3.328725 -4.759790 -3.443336
O2 -3.780813 -6.057597 -3.415500
C2 -4.232698 -6.435810 -2.134794
C3 -3.593352 -5.319514 -1.281302
F1 -2.526557 -5.769350 -0.539378
O3 -3.149844 -4.327995 -2.203479
H1 -5.311189 -6.375164 -1.995850
H2 -3.841701 -7.463769 -2.025729
H3 -4.323207 -4.882744 -0.557040
O4 3.097888 3.248062 2.867812
C4 2.269577 2.599602 3.428936
O5 1.073489 2.375602 2.905969
C5 0.198341 1.817107 3.860924
C6 1.188672 1.415193 4.969006
F2 1.408011 0.028306 4.947212
O6 2.321105 2.115424 4.678950
H4 -0.503710 2.597795 4.111588
H5 -0.431824 0.966957 3.541932
H6 0.917867 1.618320 5.984813
O7 0.300592 0.752715 -5.963851
C7 -0.498140 -0.125775 -5.934759
O8 -1.263396 -0.382675 -4.881109
C8 -1.884954 -1.691709 -5.123880
C9 -1.814490 -1.851345 -6.627369
F3 -2.972004 -1.218829 -7.098770
O9 -0.714891 -1.029004 -6.955958
H7 -1.327277 -2.509605 -4.613443
H8 -2.878204 -1.637012 -4.736839
H9 -1.643612 -2.840205 -7.040358
O10 -0.808022 -5.753076 -4.492223
C10 -0.010831 -5.339858 -3.743020
O11 0.839908 -6.125561 -3.051462
C11 1.637695 -5.315772 -2.194564
C12 1.376763 -3.908478 -2.663327
F4 2.340817 -3.558865 -3.598502
O12 0.132587 -3.988386 -3.373964
H10 1.217356 -5.442268 -1.224440
H11 2.694628 -5.546353 -2.257738
H12 1.190559 -3.132675 -1.915011
O13 2.706179 3.773891 -3.013674
C13 3.258868 3.409607 -2.044535
O14 3.267227 2.195982 -1.535070
C14 4.052240 2.161929 -0.321443
C15 4.505223 3.613747 -0.144304
F5 5.875437 3.692959 -0.426691
O15 3.853967 4.289422 -1.133553
H13 3.442604 1.745575 0.428543
H14 4.849743 1.472441 -0.405960
H15 4.311990 4.014966 0.830341
C16 4.572579 -1.934978 -2.236309
C17 5.545618 -3.075873 -1.949649
N1 4.954768 -4.295095 -1.316537
C18 6.004690 -5.284980 -1.247565
C19 5.618953 -6.691892 -0.961762
C20 4.193407 -4.073239 -0.100969
C21 4.893122 -3.360347 1.089107
H16 5.159656 -1.235505 -2.887545
H17 4.244078 -1.435709 -1.285489
H18 3.699968 -2.294684 -2.733233
H19 5.864592 -3.448936 -2.957554
H20 6.458208 -2.741650 -1.417821
H21 6.377995 -5.313835 -2.231280
H22 6.878591 -4.932478 -0.618829
H23 5.144433 -6.962047 0.005918
H24 5.026340 -6.970811 -1.843546
H25 6.559902 -7.183948 -1.027933
H26 3.848970 -5.059653 0.280984
H27 3.336578 -3.421547 -0.477737
H28 5.501570 -2.518039 0.663105
H29 5.697989 -4.049757 1.425359
H30 4.215203 -3.055356 1.875960
C22 1.686896 -6.907979 3.630620
C23 1.083724 -5.810564 4.468545
N2 0.395619 -4.769688 3.667022
C24 -0.685343 -5.333375 2.855428
C25 -1.795534 -4.339069 2.702155
C26 1.167763 -3.846412 2.860225
C27 2.170643 -2.928008 3.581677
H31 2.375540 -7.546659 4.178428
H32 2.182642 -6.391772 2.824427
H33 0.827450 -7.470146 3.167126
H34 0.424381 -6.347743 5.158304
H35 1.812964 -5.327570 5.154804
H36 -0.298774 -5.566889 1.790522
H37 -1.152970 -6.125893 3.441082
H38 -2.776112 -4.761155 2.409548
H39 -1.972916 -3.757441 3.623124
H40 -1.662894 -3.531137 1.913866
H41 0.465881 -3.138215 2.429837
H42 1.685573 -4.337450 1.978726
H43 2.519863 -2.195874 2.861394
H44 3.025164 -3.493918 3.971365
H45 1.644081 -2.489123 4.428654
C28 -3.967002 -1.571793 4.284812
C29 -2.817712 -0.605497 4.170786
N3 -3.115901 0.713131 3.398943
C30 -3.972415 1.598806 4.098554
C31 -3.565395 1.918013 5.505883
C32 -3.479703 0.623190 1.993648
C33 -3.465861 2.080232 1.426911
H46 -4.772445 -1.170087 4.913834
H47 -3.851169 -2.603712 4.571429
H48 -4.395745 -1.640547 3.304724
H49 -2.553059 -0.281756 5.165982
H50 -1.928685 -0.907266 3.683913
H51 -3.898924 2.535251 3.619891
H52 -5.006402 1.223551 4.109030
H53 -2.575400 2.314564 5.552815
H54 -4.274351 2.700671 5.833063
H55 -3.637908 1.082284 6.193623
H56 -4.485649 0.276248 1.808818
H57 -2.754418 -0.079157 1.541891
H58 -2.611992 2.584461 1.828448
H59 -4.421882 2.513739 1.658755
H60 -3.364042 1.981812 0.357176
C34 0.163879 4.200144 0.791873
C35 0.502368 5.292381 1.787444
N4 -0.653644 6.024848 2.373783
C36 -1.633842 5.109628 2.925871
C37 -2.368252 5.651383 4.191956
C38 -1.241359 6.988669 1.422758
C39 -0.596484 8.390648 1.544338
H61 1.004626 3.552306 0.547749
H62 -0.169752 4.589331 -0.188306
H63 -0.711383 3.554248 1.019308
H64 1.190859 4.973943 2.630812
H65 1.084502 6.020147 1.333733
H66 -1.001446 4.325596 3.272270
H67 -2.307735 4.618770 2.154704
H68 -3.206787 6.333488 3.953223
H69 -1.649262 6.148733 4.836223
H70 -2.843869 4.811380 4.716835
H71 -1.251879 6.656343 0.400299
H72 -2.303825 7.022166 1.732393
H73 -1.054310 9.012389 0.761275
H74 -0.819578 8.808173 2.534873
H75 0.466663 8.368770 1.270873
C40 -2.637795 4.725310 -1.504105
C41 -2.251753 5.962801 -2.283855
N5 -1.716039 5.620814 -3.618913
C42 -2.685009 5.128224 -4.542464
C43 -2.292438 5.318762 -5.990033
C44 -0.384917 5.086395 -3.681204
C45 0.629074 5.986267 -4.283973
H76 -3.199675 4.906737 -0.586641
H77 -1.784801 4.159420 -1.191390
H78 -3.269694 4.013411 -2.049336
H79 -3.180527 6.560979 -2.425700
H80 -1.462433 6.605263 -1.795034
H81 -2.911384 4.059619 -4.341232
H82 -3.595823 5.655960 -4.315851
H83 -1.265158 4.880985 -6.198553
H84 -2.948215 4.867315 -6.721317
H85 -2.285327 6.379073 -6.318514
H86 -0.381623 4.069004 -4.130643
H87 0.019517 4.775458 -2.692734
H88 1.571179 5.404806 -4.405053
H89 0.877613 6.772633 -3.547722
H90 0.323666 6.394453 -5.257106
C46 -2.117335 -1.611768 -0.649402
C47 -1.539083 -0.387192 -1.152729
N6 -0.099779 -0.291214 -0.907424
C48 0.556626 0.330868 -2.133101
C49 0.057812 1.639360 -2.653678
C50 0.338114 0.283718 0.363251
C51 1.588556 -0.383580 0.821923
H91 -3.213060 -1.562802 -0.780413
H92 -1.844700 -1.770515 0.405536
H93 -1.778394 -2.356558 -1.320141
H94 -1.743577 -0.250392 -2.235550
H95 -1.987323 0.509872 -0.732169
H96 1.633307 0.337017 -1.967498
H97 0.399391 -0.370532 -2.963727
H98 0.579002 1.685499 -3.609542
H99 -1.012656 1.753260 -2.845544
H100 0.375787 2.498914 -2.078305
H101 -0.577281 0.021249 1.000121
H102 0.534026 1.374991 0.393493
H103 1.916977 -0.129056 1.800297
H104 2.507646 -0.199728 0.162371
H105 1.420249 -1.444845 0.761873

Forces on atoms 1 to 6 (eV/Å):
0.48 0.30 -0.40
-1.60 -1.56 -0.76
-0.23 0.63 -1.26
1.36 0.37 0.00
-0.35 -0.10 1.18
-0.07 0.20 -0.40

Entry 2:
Computed, not measured: the molecule CH3Br2P in a non-equilibrium geometry, with ωB97M-V with the def2-TZVPD basis set.

Values from the calculation:
Multiplicity: 1
Energy above the lowest of the compared OMol25 structures with the same formula, charge and spin, kcal/mol: 37.98
SMILES string: BrCPBr
Highest occupied orbital energy, eV: -9.703

CARTESIAN COORDINATES (ANGSTROEM)
Br1 -2.428261 0.305807 0.104135
C1 -0.579339 -0.351536 0.418602
P1 0.587828 1.012796 -0.291113
Br2 2.596015 0.071624 0.127670
H1 -0.432969 -0.381621 1.470499
H2 -0.503980 -1.293336 0.030509
H3 0.760704 0.636268 -1.860301

Forces on atoms 1 to 6 (eV/Å):
0.76 -0.27 0.08
-0.07 3.25 -0.55
0.05 -1.23 -2.03
-0.22 0.00 0.21
0.10 0.15 0.88
0.22 -2.29 -1.24

Entry 3:
Computed, not measured: a structure of composition C38H52BBrF2N4ORuS8Si, with ωB97M-V with the def2-TZVPD basis set.

Values from the calculation:
Total charge: -1
Multiplicity: 2
Energy above the lowest of the compared OMol25 structures with the same formula, charge and spin, kcal/mol: 7.17
Expectation value of S²: 0.8642
Highest occupied orbital energy (alpha / beta), eV: -2.365 / -3.565

CARTESIAN COORDINATES (ANGSTROEM)
Ru1 1.607376 0.410208 -0.398082
S1 8.807556 1.216876 -0.720161
C1 7.159429 1.024116 -0.646444
S2 6.055390 1.811203 -1.702914
C2 4.576426 1.169534 -1.040928
C3 4.721338 0.319284 -0.003812
S3 3.360779 -0.435449 0.793795
S4 6.363321 0.010772 0.491760
S5 3.028112 1.615508 -1.723907
N1 -2.507629 2.979701 3.629252
C4 -1.474972 2.988933 3.114565
C5 -0.198578 3.019823 2.474594
C6 0.714112 4.092317 2.700328
C7 1.931846 3.971949 2.022252
C8 2.196179 2.942327 1.162759
N2 1.267104 1.917049 0.896445
C9 0.124353 1.988729 1.626257
H1 0.480236 4.908385 3.365635
H2 2.703486 4.720882 2.162903
H3 3.130642 2.849377 0.637746
H4 -0.585227 1.182739 1.473880
C10 -1.659299 -5.359019 3.176856
C11 -1.367625 -4.324462 2.076518
C12 -2.691687 -3.974267 1.381565
C13 -0.480768 -4.995760 1.016445
Si1 -0.597800 -2.742271 2.849279
Br1 0.305386 -1.675298 1.047124
C14 -1.903228 -1.558952 3.591350
C15 -1.192633 -0.428238 4.353159
C16 -2.811130 -0.913895 2.522967
C17 -2.814286 -2.293339 4.591394
C18 0.904776 -3.090632 3.986354
C19 0.427653 -3.533393 5.380283
C20 1.782489 -4.203217 3.394567
C21 1.820858 -1.867712 4.160273
H5 -2.195474 -6.206844 2.735509
H6 -2.282956 -4.962142 3.980171
H7 -0.746598 -5.751900 3.625820
H8 -3.048738 -4.858125 0.841692
H9 -2.576690 -3.165428 0.656686
H10 -3.470451 -3.686422 2.087791
H11 -0.998915 -5.892445 0.658517
H12 0.492277 -5.304246 1.392473
H13 -0.313853 -4.343429 0.158780
H14 -0.480082 0.118027 3.730936
H15 -0.661956 -0.796907 5.231229
H16 -1.942032 0.290692 4.692689
H17 -2.279365 -0.628267 1.614245
H18 -3.251816 -0.005100 2.940966
H19 -3.627428 -1.574871 2.231556
H20 -2.263041 -2.743982 5.418850
H21 -3.409407 -3.074925 4.116252
H22 -3.514534 -1.569563 5.021248
H23 -0.230839 -4.404150 5.357546
H24 -0.091439 -2.732586 5.907870
H25 1.303588 -3.801510 5.980922
H26 1.278826 -5.169819 3.359147
H27 2.665455 -4.318943 4.031455
H28 2.136278 -3.952700 2.392225
H29 1.337664 -1.032227 4.660804
H30 2.225882 -1.506410 3.214913
H31 2.671975 -2.173711 4.778670
F1 -2.391214 2.552788 -0.650174
B1 -1.523674 1.788888 -1.294042
F2 -1.500034 0.486694 -0.990900
O1 -0.709378 2.213200 -2.288904
C22 -0.820374 3.535321 -2.878167
C23 0.466512 3.765674 -3.641612
C24 1.223105 2.853784 -4.306940
C25 2.318148 3.450614 -4.988049
C26 2.350676 4.801408 -4.841296
S6 1.084648 5.360208 -3.839559
C27 -0.961890 4.552906 -1.768711
C28 -0.106309 4.677988 -0.713974
C29 -0.536956 5.659613 0.214078
C30 -1.691488 6.269836 -0.175514
S7 -2.278410 5.642381 -1.650080
C31 -2.002254 3.537759 -3.838536
C32 -3.111782 2.743497 -3.810080
C33 -4.026393 3.022276 -4.861303
C34 -3.584622 4.024969 -5.667922
S8 -2.063276 4.615485 -5.174101
H32 1.048475 1.790345 -4.286243
H33 3.063070 2.887495 -5.531247
H34 3.080469 5.494247 -5.228133
H35 0.776345 4.061036 -0.586253
H36 -0.016822 5.884385 1.133209
H37 -2.235293 7.046547 0.337586
H38 -3.305205 1.979994 -3.071220
H39 -4.962659 2.502283 -5.001158
H40 -4.073195 4.444391 -6.532735
C35 -0.177664 -0.983094 -5.292368
C36 0.303443 -1.718473 -4.044610
C37 1.328831 -2.780281 -4.422572
C38 -0.895653 -2.362399 -3.333931
N3 0.956001 -0.686570 -3.220017
N4 1.423689 -1.139658 -1.956937
H41 -0.677928 -1.670647 -5.976394
H42 0.665837 -0.521903 -5.807221
H43 -0.886680 -0.191855 -5.030638
H44 0.885844 -3.500145 -5.113450
H45 1.675777 -3.337062 -3.550064
H46 2.192668 -2.319823 -4.904375
H47 -1.449900 -3.007318 -4.018832
H48 -1.579759 -1.595206 -2.961949
H49 -0.591032 -2.982913 -2.487176
H50 0.284183 0.047639 -3.014984
H51 2.334281 -1.577219 -2.058944
H52 0.787538 -1.814908 -1.536534

Forces on atoms 1 to 6 (eV/Å):
-0.98 0.11 0.13
-0.11 -0.03 0.00
0.14 0.00 -0.01
0.01 0.08 -0.04
-0.11 -0.08 0.12
-0.11 0.17 -0.13